1.
A molecular structure, C4H15N2O2 in a non-equilibrium geometry, computed with ωB97M-V/def2-TZVPD.

Output
**Charge**: +1
**HOMO-LUMO gap**: 4.59 eV
**Lowest unoccupied orbital energy**: -0.328 Eh
**Energy above the lowest of the compared OMol25 structures with the same formula, charge and spin**: 1140.3 kJ/mol
**Electronic energy**: -11449.43917 eV

Positions of all 23 atoms, in Å:
N 1.1642 0.5125 -0.2058
C 0.8552 0.0487 1.1431
C -0.5523 0.7562 1.5298
N -1.4313 0.9631 0.4255
C -2.5979 0.1418 0.1090
C -2.2256 -0.6308 -1.1790
O -0.7981 -1.0146 -1.4087
H 2.1010 0.1961 -0.4551
H 0.7711 -1.0510 1.1477
H 0.6152 -0.0445 -0.9010
H 1.8061 0.3419 1.7158
H -1.7170 -1.8118 1.2060
H -0.2949 1.7300 2.0322
H -1.2316 0.1933 2.2020
H -0.8998 1.0220 -0.4212
H -3.5462 0.6952 0.1003
H -2.6716 -0.3889 1.0377
H -2.9586 -1.4265 -1.2567
H -2.2725 0.0917 -1.9813
H -1.3370 -1.3306 -0.4304
H 5.3968 -0.6782 -0.8409
H 4.2166 -0.7378 0.2118
O 4.6752 -0.1136 -0.4065

These are the natural (NBO) partial charges, in e, on atoms 1 to 5:
1. N -0.827
2. C -0.237
3. C -0.276
4. N -0.342
5. C -0.286

=====

2.
C6H11NO2 in the gas phase in a non-equilibrium geometry, computed with ωB97M-V/def2-TZVPD.

Output
**SMILES string**: C=C[C@@H](C)N(C)C(=O)O
**HOMO-LUMO gap**: 9.99 eV
**Lowest unoccupied orbital energy**: 0.020 Eh
**Energy above the lowest of the compared OMol25 structures with the same formula, charge and spin**: 131.9 kJ/mol
**Electronic energy**: -11984.90113 eV

Positions of all 20 atoms, in Å:
C -2.1012 0.8289 -1.0408
C -0.8894 1.2957 -0.7105
C 0.2110 0.7077 0.1445
C -0.0346 0.8512 1.6479
N 0.6216 -0.6640 -0.2072
C -0.3913 -1.7066 -0.3037
C 1.9177 -1.0790 -0.4785
O 2.2051 -2.1684 -0.9613
O 2.8957 -0.2175 -0.1372
H -2.4876 -0.1293 -0.7210
H -2.7606 1.4278 -1.6651
H -0.6537 2.2943 -1.0847
H 1.0575 1.3643 -0.0881
H -0.5257 -0.0300 2.0731
H 0.9225 0.9630 2.1714
H -0.6438 1.7296 1.8838
H 0.0363 -2.6940 -0.1012
H -0.8006 -1.7142 -1.3178
H -1.1816 -1.5402 0.4326
H 2.6027 0.4804 0.4637

These are the natural (NBO) partial charges, in e, on atoms 1 to 5:
1. C -0.377
2. C -0.190
3. C -0.084
4. C -0.614
5. N -0.472

=====

3.
A molecular structure, C39H60OP3PtSi in a non-equilibrium geometry, computed with ωB97M-V/def2-TZVPD.

Output
**Charge**: -1
**HOMO-LUMO gap**: 4.32 eV
**Lowest unoccupied orbital energy**: 0.095 Eh
**Energy above the lowest of the compared OMol25 structures with the same formula, charge and spin**: 46.4 kJ/mol
**Electronic energy**: -82455.47806 eV

Positions of all 105 atoms, in Å:
Pt -0.7032 -0.7327 0.7257
C -1.6395 -4.2371 -2.3065
C -2.6850 -3.2948 -1.6792
C -3.0604 -3.8032 -0.2834
P -2.2106 -1.4599 -1.4749
C -3.7854 -0.7721 -2.2686
C -3.6388 0.7269 -2.5002
C -4.9963 -1.0491 -1.3821
C -1.0727 -1.0834 -2.8636
C -1.3295 -1.5953 -4.1390
C -0.5099 -1.3054 -5.2151
C 0.6088 -0.5056 -5.0153
C 0.8669 0.0091 -3.7557
C 0.0290 -0.2227 -2.6557
Si 0.3474 0.5953 -0.9306
C 2.1280 1.3992 -1.0856
C 2.3079 2.4049 -2.0444
C 3.5256 3.0106 -2.3030
C 4.6397 2.6326 -1.5744
C 4.5024 1.6686 -0.5952
C 3.2784 1.0356 -0.3352
P 3.1859 -0.2023 1.0196
C 3.9377 0.7262 2.4972
C 3.1419 2.0248 2.6346
C 5.4340 1.0072 2.6362
C 4.4973 -1.4791 0.5489
C 4.6561 -2.4127 1.7500
C 5.8481 -1.1119 -0.0653
C -0.8375 2.1549 -1.0481
C -0.9002 3.0221 -2.1405
C -1.7502 4.1187 -2.1837
C -2.6253 4.3479 -1.1321
C -2.6426 3.4643 -0.0666
C -1.7584 2.3842 -0.0064
P -1.8042 1.1860 1.3703
C -0.8360 2.1526 2.6557
C -1.2622 3.5685 3.0383
C -0.5768 1.2806 3.8825
C -3.6335 1.1542 1.9011
C -4.1392 2.1633 2.9307
C -3.9330 -0.2633 2.4038
H -2.1262 -4.9480 -2.9786
H -1.1325 -4.8157 -1.5335
H -0.8850 -3.7000 -2.8772
H -3.5810 -3.3131 -2.3082
H -2.1913 -3.7412 0.3744
H -3.3983 -4.8446 -0.3251
H -3.8482 -3.1962 0.1671
H -3.9247 -1.2675 -3.2378
H -3.4900 1.2386 -1.5513
H -4.5325 1.1427 -2.9754
H -2.7782 0.9484 -3.1306
H -4.8319 -0.6367 -0.3839
H -5.1927 -2.1184 -1.2811
H -5.8931 -0.5811 -1.7988
H -2.1902 -2.2366 -4.2981
H -0.7341 -1.6972 -6.2007
H 1.2667 -0.2752 -5.8459
H 1.7512 0.6191 -3.6207
H 1.4590 2.7403 -2.6199
H 3.6052 3.7684 -3.0744
H 5.6043 3.0884 -1.7674
H 5.3754 1.3938 -0.0232
H 3.6531 0.0742 3.3307
H 3.4174 2.7302 1.8484
H 3.3169 2.4983 3.6046
H 2.0764 1.8183 2.5337
H 5.7813 1.7295 1.8975
H 6.0356 0.1032 2.5508
H 5.6259 1.4357 3.6260
H 3.9678 -2.0316 -0.2342
H 5.2676 -1.9541 2.5300
H 5.1343 -3.3520 1.4593
H 3.6758 -2.6350 2.1792
H 6.4878 -0.5661 0.6290
H 5.7201 -0.5182 -0.9690
H 6.3749 -2.0305 -0.3461
H -0.2931 2.8255 -3.0168
H -1.7517 4.7779 -3.0448
H -3.3001 5.1962 -1.1523
H -3.3773 3.5998 0.7178
H 0.1012 2.2353 2.0958
H -2.0615 3.5652 3.7796
H -1.5904 4.1380 2.1698
H -0.4077 4.0922 3.4770
H -1.4782 1.1865 4.4949
H 0.2143 1.7118 4.5050
H -0.2731 0.2834 3.5557
H -4.1809 1.3102 0.9632
H -3.6405 2.0224 3.8911
H -5.2113 2.0116 3.0902
H -3.9984 3.1973 2.6154
H -3.5151 -0.4038 3.4038
H -3.4661 -1.0037 1.7531
H -5.0129 -0.4496 2.4483
C 0.7834 -4.3648 2.4626
O 0.1854 -3.0998 2.2239
C 0.1200 -2.5623 0.9735
C 0.8311 -3.3178 -0.1091
H 0.2348 -5.1680 1.9592
H 0.7261 -4.5252 3.5382
H 1.8336 -4.4017 2.1557
H 1.0478 -4.3704 0.1088
H 1.7732 -2.8163 -0.3357
H 0.2360 -3.2476 -1.0177

These are the Löwdin partial charges, in e, on atoms 1 to 5:
1. Pt 0.477
2. C -0.124
3. C -0.517
4. C -0.147
5. P 1.039

=====

4.
A molecular structure, C8H20HgNO6S2 in a non-equilibrium geometry, computed with ωB97M-V/def2-TZVPD.

Output
**Charge**: +2
**<S²>**: 0.757
**HOMO-LUMO gap (spin up / spin down)**: 2.31 / 2.30 eV
**Multiplicity**: 2
**Lowest unoccupied orbital energy (spin up / spin down)**: -0.420 / -0.420 Eh
**Electronic energy**: -48216.05843 eV

Positions of all 38 atoms, in Å:
Hg 0.1043 4.9721 0.2635
O -1.3060 1.2809 -1.1436
C -0.8530 2.5203 -0.7496
O -0.0929 2.6414 0.2475
O -1.2408 3.6322 -1.2841
H -1.7926 1.5259 -1.9340
C -0.8779 -0.9829 -3.5365
S -2.6265 -0.4193 -3.6768
O -2.4336 1.1041 -3.7133
C -2.9532 -1.1398 -5.3674
H -0.1212 -0.4817 -4.1402
H -0.7227 -2.0496 -3.6978
H -0.4757 -0.6638 -2.5750
H -2.1546 -1.1125 -6.1088
H -3.8332 -0.6415 -5.7741
H -3.1106 -2.2160 -5.2960
C 1.2545 -3.2080 0.7029
S 0.2336 -2.5980 -0.6686
O -0.6780 -3.7602 -0.9984
C -0.7724 -1.4926 0.3644
H 1.8708 -3.8032 0.0292
H 0.7994 -3.7723 1.5169
H 1.7382 -2.3055 1.0765
H -1.4098 -2.0546 1.0471
H -1.2954 -0.8087 -0.3040
H -0.1425 -0.9390 1.0608
C 0.7583 0.5206 3.1233
O 0.3382 -0.5093 3.6920
N 1.6535 1.3961 3.6483
C 2.0626 1.2312 5.0947
C 2.4698 2.2977 2.8270
H 0.5522 0.7619 2.0690
H 1.3891 0.7433 5.7994
H 2.4751 2.1940 5.3962
H 2.7949 0.4239 5.0965
H 2.6788 3.2210 3.3672
H 3.4965 1.9400 2.7492
H 2.2227 2.5518 1.7963

These are the natural (NBO) partial charges, in e, on atoms 1 to 5:
1. Hg 1.431
2. O -0.647
3. C 0.966
4. O -0.721
5. O -0.731

=====

5.
2 unconnected molecules or ions with the total composition CN2O2S2 in a non-equilibrium geometry, computed with ωB97M-V/def2-TZVPD.

Output
**HOMO-LUMO gap (spin up / spin down)**: 9.13 / 6.73 eV
**Lowest unoccupied orbital energy (spin up / spin down)**: -0.027 / -0.104 Eh
**Energy above the lowest of the compared OMol25 structures with the same formula, charge and spin**: 159.8 kJ/mol
**Electronic energy**: -29777.36781 eV

Positions of all 7 atoms, in Å:
C -1.0250 1.3302 0.1456
N -0.3903 2.0422 0.7825
N 1.6055 -0.6653 -0.0348
O 1.1972 -0.2568 -1.0446
O 2.4877 -1.1959 0.5304
S -1.9997 0.2193 -0.7087
S -1.8754 -1.4738 0.3297

These are the natural (NBO) partial charges, in e, on atoms 1 to 5:
1. C -0.001
2. N -0.258
3. N 0.539
4. O -0.275
5. O -0.259

=====

6.
A molecular structure, C4H8O8S2 in a non-equilibrium geometry, computed with ωB97M-V/def2-TZVPD.

Output
**HOMO-LUMO gap**: 11.86 eV
**Lowest unoccupied orbital energy**: 0.021 Eh
**Energy above the lowest of the compared OMol25 structures with the same formula, charge and spin**: 0.0 kJ/mol
**Electronic energy**: -42326.35132 eV

Positions of all 22 atoms, in Å:
C 2.3582 -7.9691 20.2668
C 1.9338 -9.3104 20.8904
O 0.6526 -9.5725 20.2861
S -0.1214 -8.1955 20.2285
O -0.5702 -7.8227 21.5162
O -1.0110 -8.2108 19.1341
O 1.1467 -7.3270 19.8422
H 2.9457 -8.1906 19.3797
H 2.9104 -7.3352 20.9537
H 1.8204 -9.2340 21.9743
H 2.5754 -10.1507 20.6492
C 1.2404 -8.1498 16.0288
C 2.0834 -7.7537 14.8057
O 3.4038 -8.2856 15.0289
S 3.5011 -9.0596 16.4100
O 4.5988 -8.5856 17.1340
O 3.3292 -10.4486 16.2034
O 2.1886 -8.4518 17.0509
H 0.5996 -9.0043 15.8197
H 0.6609 -7.3109 16.4023
H 2.2096 -6.6722 14.7307
H 1.6755 -8.1026 13.8608

These are the natural (NBO) partial charges, in e, on atoms 1 to 5:
1. C -0.101
2. C -0.113
3. O -0.682
4. S 2.571
5. O -0.913